An isolated molecule of C17H21Cl2NO3S at a distorted geometry. Source: the Open Molecules 2025 dataset; level of theory: wB97M-V/def2-TZVPD.

Each line ends with the Mulliken charge.
Positions of all 45 atoms, in Å:
1 C 3.95412 2.17803 0.20429  -1.96
2 H 4.59734 2.30295 -0.65930  0.45
3 H 3.01317 2.68685 0.00630  0.38
4 H 4.42829 2.66770 1.05234  0.40
5 C 3.68489 0.71514 0.55460  1.53
6 C 2.76550 0.70572 1.77442  -2.00
7 H 2.30407 -0.26170 1.93482  0.49
8 H 1.96505 1.42693 1.63567  0.43
9 H 3.33259 0.98519 2.66102  0.36
10 C 4.96278 -0.12923 0.75912  0.18
11 H 5.60970 0.19075 1.57424  0.51
12 C 4.40244 -1.54381 0.92629  -1.13
13 C 3.28717 -1.56887 -0.09912  0.38
14 O 2.68975 -2.52113 -0.51431  -0.60
15 C 3.19798 -0.14389 -0.63572  1.43
16 C 1.90892 0.16729 -1.34863  -2.19
17 H 1.81282 -0.44542 -2.24302  0.45
18 H 1.82245 1.21827 -1.60974  0.55
19 S 0.38840 -0.20567 -0.41205  1.44
20 O 0.60067 -1.04236 0.72656  -0.60
21 O -0.60932 -0.59329 -1.36799  -0.71
22 N 0.00671 1.34597 0.17915  -0.29
23 H -0.40538 1.86867 -0.58500  0.42
24 C -0.92125 1.28989 1.30343  -1.51
25 C -2.19367 0.57090 0.94167  0.09
26 C -2.43204 -0.72237 1.38848  0.03
27 C -3.56003 -1.42170 1.00256  -0.98
28 C -4.47153 -0.82090 0.14919  0.51
29 C -4.26353 0.46514 -0.32145  -0.90
30 C -3.12412 1.14047 0.07797  0.84
31 Cl -2.86683 2.73596 -0.53482  -0.24
32 H -4.96909 0.92698 -0.99371  0.42
33 Cl -5.88175 -1.67650 -0.34339  -0.22
34 H -3.72696 -2.42815 1.35099  0.41
35 H -1.70497 -1.19315 2.03086  0.38
36 H -1.12393 2.31579 1.62355  0.58
37 H -0.40727 0.75041 2.09940  0.44
38 C 4.43162 -0.12577 -1.58397  -1.06
39 H 4.43965 -1.01007 -2.22114  0.46
40 H 4.39352 0.74843 -2.23315  0.43
41 C 5.63170 -0.08690 -0.62096  -1.08
42 H 6.22414 0.81813 -0.74682  0.34
43 H 6.29689 -0.93757 -0.76434  0.42
44 H 3.99602 -1.71947 1.92123  0.26
45 H 5.13080 -2.33016 0.72590  0.45

Values from the calculation:
- charge = 0
- SMILES = CC1(C)[C@@H]2CC[C@@]1(CS(=O)(=O)NCc1ccc(Cl)cc1Cl)C(=O)C2
- lowest unoccupied orbital energy (eV) = 0.46
- relative energy (zero: lowest compared OMol25 entry of this formula, charge and spin) (kcal per mole) = 2.4